Entry 1:
Density functional theory data (ωB97M-V with the def2-TZVPD basis set) for a 2-piece molecular cluster, C6H11NO2 overall at a distorted geometry.

```
20
Properties=species:S:1:pos:R:3:nbo_charge:R:1
C -1.2240 0.1686 -1.6543 -0.27
O 0.1921 0.0539 -1.7053 -0.54
C 0.8011 -1.0112 -0.9884 0.80
C 2.1724 -1.2612 -1.5404 -0.72
O 0.1719 -1.8140 -0.3223 -0.57
H -1.7484 -0.7608 -1.8960 0.19
H -1.5216 0.5163 -0.6630 0.19
H -1.5249 0.9623 -2.3438 0.19
H 2.8915 -0.5734 -1.0898 0.24
H 2.1760 -1.1556 -2.6281 0.24
H 2.4679 -2.2895 -1.3148 0.24
C -1.8853 0.2842 2.0120 -0.46
C -0.5806 0.0106 2.1289 -0.03
N 0.4500 0.9021 2.3407 -0.40
C 0.6625 1.8236 1.4727 -0.05
H -2.2583 1.2920 1.8775 0.19
H -2.5801 -0.5357 1.8655 0.21
H -0.2830 -1.0189 2.3299 0.21
H 0.1956 1.8104 0.4734 0.15
H 1.4251 2.5962 1.6454 0.18
```

- Spin multiplicity: 1
- HOMO-LUMO gap: 9.8 eV
- Lowest unoccupied orbital energy: 0.81 eV
- E_tot: -440.39040 Ha
- Energy above the lowest of the compared OMol25 structures with the same formula, charge and spin: 60.8 kcal/mol
- SMILES: COC(C)=O.C=CN=C


Entry 2:
Density functional theory data (ωB97M-V with the def2-TZVPD basis set) for C6H11NO2 as an isolated structure at a distorted geometry.

```
20
Properties=species:S:1:pos:R:3:nbo_charge:R:1
C 0.1523 0.4921 0.1917 0.24
C -0.6244 -0.7039 0.4396 -0.25
C -2.3479 -0.5437 0.1682 -0.43
C -1.4233 -1.4038 -0.6198 -0.41
C -0.0169 1.2672 -1.0928 -0.65
C 1.7944 -0.4812 0.1771 0.64
N 2.7737 0.3680 0.5664 -0.85
O 0.2311 1.3868 1.2541 -0.72
O 2.0082 -1.5807 -0.2789 -0.62
H 0.0930 0.9012 2.0776 0.48
H -0.3648 -1.2817 1.3169 0.23
H 3.7445 0.0963 0.4916 0.40
H 2.5269 1.2560 0.9695 0.41
H -1.5008 -2.4755 -0.4846 0.22
H -2.6954 0.3886 -0.2497 0.21
H -2.9685 -0.9861 0.9330 0.21
H -1.2392 -1.1231 -1.6486 0.21
H -0.9200 1.8734 -1.0553 0.22
H -0.0542 0.6076 -1.9536 0.23
H 0.8316 1.9428 -1.2024 0.23
```

- Spin multiplicity: 1
- HOMO-LUMO gap: 9.0 eV
- Lowest unoccupied orbital energy: 0.78 eV
- E_tot: -440.39421 Ha
- Energy above the lowest of the compared OMol25 structures with the same formula, charge and spin: 58.4 kcal/mol


Entry 3:
Density functional theory data (ωB97M-V with the def2-TZVPD basis set) for a single C6H11NO2 molecule at a distorted geometry.

```
20
Properties=species:S:1:pos:R:3:nbo_charge:R:1
C 1.8370 0.1207 0.1968 -0.44
N 1.1058 -1.0615 -0.3248 -0.66
C -0.3747 -0.9377 -0.3882 -0.08
C -0.8355 0.3691 -1.1146 0.04
O 0.0918 0.7054 -2.1497 -0.72
C -0.9691 1.3814 0.0143 -0.22
C -1.1691 0.7651 1.1908 -0.19
C -0.9438 -0.7391 1.0442 0.05
O -0.0339 -1.2190 1.9985 -0.72
H 1.6176 0.2279 1.2858 0.21
H 1.6189 1.0357 -0.3551 0.19
H 2.9473 -0.0446 0.0983 0.20
H 1.4495 -1.2411 -1.2686 0.38
H -0.7797 -1.8595 -0.7989 0.21
H -1.8613 0.1709 -1.5186 0.17
H -0.1743 1.5956 -2.4263 0.47
H -1.0388 2.4369 -0.2019 0.21
H -1.2727 1.2214 2.1491 0.22
H -1.8798 -1.3327 1.1092 0.17
H 0.6648 -1.5949 1.4596 0.49
```

- Spin multiplicity: 1
- HOMO-LUMO gap: 9.9 eV
- Lowest unoccupied orbital energy: 0.75 eV
- E_tot: -440.40740 Ha
- Energy above the lowest of the compared OMol25 structures with the same formula, charge and spin: 50.1 kcal/mol
- SMILES: CN[C@@H]1[C@H](O)C=C[C@@H]1O


Entry 4:
Density functional theory data (ωB97M-V with the def2-TZVPD basis set) for a 2-piece molecular cluster, C6H11NO3P overall at a distorted geometry.

```
22
Properties=species:S:1:pos:R:3:nbo_charge:R:1
C -2.8816 0.7579 1.7743 -0.33
C 3.5394 -0.0696 -1.7642 -0.42
C -2.5014 1.3583 0.6230 -0.31
C 2.4840 -0.7666 -1.6007 -0.16
C -1.9119 0.7065 -0.3739 -0.34
C 1.1931 -0.2610 -1.1640 -0.83
N -0.0421 0.3057 1.0868 -0.47
O 1.8671 -1.4930 1.2734 -1.15
O -0.3649 -2.1474 0.3656 -1.20
O -0.7414 0.0526 2.1611 -0.45
P 0.6790 -1.0733 0.4269 2.21
H -3.1502 1.3303 2.6351 0.18
H -3.2235 -0.2443 1.7746 0.17
H 4.6261 -0.3743 -2.1396 0.19
H 3.4323 1.0393 -1.6005 0.17
H -2.2340 2.3479 0.7315 0.18
H 2.4984 -1.8804 -1.8433 0.20
H -1.4673 1.3576 -1.0538 0.19
H -2.1444 -0.3641 -0.5790 0.23
H 0.3772 -0.5443 -1.9223 0.23
H 1.0583 0.7785 -0.9808 0.24
H -1.0923 -0.8164 2.1696 0.47
```

- Spin multiplicity: 1
- Total charge: -1
- HOMO-LUMO gap (alpha / beta): 7.8 / 7.7 eV
- Lowest unoccupied orbital energy (alpha / beta): 3.85 / 3.50 eV
- E_tot: -856.95933 Ha
- Energy above the lowest of the compared OMol25 structures with the same formula, charge and spin: 116.5 kcal/mol


Entry 5:
Density functional theory data (ωB97M-V with the def2-TZVPD basis set) for C6H11NO5S2 as an isolated structure at a distorted geometry.

```
25
Properties=species:S:1:pos:R:3:nbo_charge:R:1
C 0.3927 -0.3980 0.2696 0.82
C 0.7216 -3.4709 0.6692 -0.64
C 0.2540 0.7874 1.2258 -0.56
C 1.2707 1.8272 1.0080 -0.40
C -0.3543 -2.6313 -0.0092 -0.09
C 0.8938 2.7669 -0.1595 -0.60
N -1.4596 2.0429 -1.2209 -0.19
O 0.9599 -0.4379 -0.8135 -0.63
O -1.8339 2.4087 -0.1107 -0.38
O -2.0916 0.9360 -3.4767 -0.90
O -2.5575 -0.6888 -1.6814 -0.87
O -0.3998 -1.4131 0.7117 -0.51
S 0.0755 1.9722 -1.5878 0.73
S -2.8494 0.5970 -2.2748 1.68
H 1.8274 -3.1082 0.6725 0.22
H 0.5056 -3.6592 1.7746 0.21
H 0.6421 -4.4853 0.1612 0.21
H -0.7281 1.3202 1.0150 0.27
H 0.2488 0.3645 2.2436 0.25
H 2.3668 1.4263 0.8075 0.21
H 1.3637 2.3980 1.9189 0.23
H -1.2964 -3.0807 0.0843 0.20
H -0.0304 -2.3508 -1.0388 0.22
H 0.2567 3.5690 0.3116 0.26
H 1.8216 3.3081 -0.5001 0.25
```

- Spin multiplicity: 1
- HOMO-LUMO gap: 8.7 eV
- Lowest unoccupied orbital energy: -0.97 eV
- E_tot: -1462.42741 Ha
- Energy above the lowest of the compared OMol25 structures with the same formula, charge and spin: 0.0 kcal/mol


Entry 6:
Density functional theory data (ωB97M-V with the def2-TZVPD basis set) for C6H11NO9SZn as an isolated structure.

```
29
Properties=species:S:1:pos:R:3:nbo_charge:R:1
Zn -0.5263 -0.7594 -1.2925 1.71
C -2.8397 -3.0948 0.9262 -0.71
C -2.0096 -2.1754 0.0662 0.76
O -1.8061 -2.4544 -1.1426 -0.77
O -1.5008 -1.1497 0.6057 -0.81
H -2.3212 -3.2961 1.8636 0.21
H -3.0263 -4.0411 0.4222 0.21
H -3.7799 -2.5946 1.1616 0.22
C 3.4652 -1.0004 -0.7111 -0.71
C 1.9678 -0.8958 -0.8270 0.77
O 1.3955 0.1189 -0.3575 -0.80
O 1.3431 -1.7935 -1.4465 -0.78
H 3.9469 -0.5076 -1.5551 0.22
H 3.8078 -2.0377 -0.6915 0.20
H 3.8321 -0.5398 0.2092 0.20
S -1.4504 0.9586 -3.1207 2.57
O -2.8045 0.8145 -3.6642 -1.06
O -0.6344 -0.2908 -3.3393 -1.16
O -0.7810 2.1436 -3.6626 -1.06
O -1.4837 1.0077 -1.6050 -1.17
O -0.5369 2.7505 3.4409 -0.70
C 0.1475 2.3795 2.4857 0.67
N -0.0941 1.2793 1.7654 -0.80
C 1.3382 3.1865 2.0059 -0.71
H -0.9554 0.7914 1.9570 0.42
H 0.4638 1.0416 0.9518 0.45
H 0.9414 3.9443 1.3265 0.23
H 2.0129 2.5768 1.4008 0.22
H 1.8879 3.6379 2.8268 0.20
```

- Spin multiplicity: 1
- Total charge: -2
- HOMO-LUMO gap: 6.7 eV
- Lowest unoccupied orbital energy: 5.05 eV
- E_tot: -3144.90935 Ha
- Energy above the lowest of the compared OMol25 structures with the same formula, charge and spin: 2.6 kcal/mol


Entry 7:
Density functional theory data (ωB97M-V with the def2-TZVPD basis set) for a single C6H11NOS molecule at a distorted geometry.

```
20
Properties=species:S:1:pos:R:3:nbo_charge:R:1
C 1.0911 -2.3763 -0.4681 -0.21
C 0.2944 -1.5331 -0.1427 -0.02
C -1.6837 -0.3236 -0.9450 -0.62
C -1.2719 -1.0199 1.5992 -0.61
C 2.3314 1.9504 -0.3995 -0.80
C -0.6380 -0.5473 0.2521 0.05
N 0.2513 0.7690 0.5564 -0.87
O 0.3138 1.4224 -1.9526 -0.98
S 0.4969 1.9977 -0.6070 1.39
H 1.7831 -3.0933 -0.2557 0.22
H -1.4168 0.1362 -1.9197 0.28
H -2.0120 -1.3614 -1.0929 0.21
H -2.6658 0.1768 -0.5024 0.20
H -2.1778 -1.6719 1.3268 0.23
H -0.5840 -1.4846 2.3583 0.24
H -1.7579 -0.2001 2.0072 0.21
H 2.6972 2.9063 -0.7021 0.21
H 2.5429 1.2001 -1.1497 0.25
H 2.4782 1.8747 0.6484 0.23
H -0.0722 1.1779 1.3890 0.37
```

- Spin multiplicity: 1
- HOMO-LUMO gap: 9.3 eV
- Lowest unoccupied orbital energy: 0.67 eV
- E_tot: -763.23892 Ha
- Energy above the lowest of the compared OMol25 structures with the same formula, charge and spin: 105.1 kcal/mol


Entry 8:
Density functional theory data (ωB97M-V with the def2-TZVPD basis set) for a single C6H11NS molecule.

```
19
Properties=species:S:1:pos:R:3:nbo_charge:R:1
C -2.3564 -0.6142 -1.0329 -0.37
C -1.3415 0.2225 -0.9216 -0.22
C -0.1403 0.0578 -0.0389 -0.03
C -0.1075 -1.2409 0.7573 -0.63
N 1.1233 0.2177 -0.6956 -0.42
C 1.2690 0.0206 -1.9227 -0.04
S -0.2494 1.5052 1.1483 0.18
C 1.3465 1.3629 1.9985 -0.75
H -3.1874 -0.3950 -1.6819 0.20
H -2.4133 -1.5412 -0.4893 0.20
H -1.3334 1.1492 -1.4822 0.21
H 0.8152 -1.2983 1.3292 0.23
H -0.1420 -2.0901 0.0764 0.21
H -0.9548 -1.2807 1.4365 0.23
H 2.2568 0.1597 -2.3394 0.17
H 0.4774 -0.2900 -2.6096 0.15
H 1.5699 2.3447 2.4031 0.23
H 2.0897 1.0746 1.2619 0.25
H 1.2783 0.6353 2.8029 0.21
```

- Spin multiplicity: 1
- HOMO-LUMO gap: 9.5 eV
- Lowest unoccupied orbital energy: 1.01 eV
- E_tot: -688.10547 Ha
- Energy above the lowest of the compared OMol25 structures with the same formula, charge and spin: 27.5 kcal/mol
- SMILES: C=C[C@@](C)(N=C)SC


Entry 9:
Density functional theory data (ωB97M-V with the def2-TZVPD basis set) for a single C6H11NS molecule at a distorted geometry.

```
19
Properties=species:S:1:pos:R:3:nbo_charge:R:1
C -3.0112 0.3954 0.0280 -0.65
C -1.8204 0.2715 0.8766 -0.26
C -0.5478 -0.2473 0.4633 0.23
C -0.2718 -0.8453 -0.9116 -0.66
N 0.8079 -0.7098 1.2267 -0.50
C 2.0088 -1.0856 1.0945 -0.01
S 3.3394 -0.2926 0.2215 0.20
C 2.5652 1.1593 -0.5186 -0.78
H -3.7427 1.1606 0.3129 0.23
H -3.6086 -0.5445 -0.0112 0.22
H -2.7671 0.7187 -0.9674 0.22
H -1.8775 0.7288 1.7908 0.21
H -1.0185 -0.6184 -1.6154 0.22
H -0.3112 -2.0202 -0.7209 0.22
H 0.7462 -0.6357 -1.1172 0.22
H 2.2943 -1.8016 1.7396 0.18
H 1.8283 1.4846 0.3048 0.25
H 1.9929 1.0037 -1.4960 0.22
H 3.3938 1.8781 -0.7006 0.24
```

- Spin multiplicity: 1
- HOMO-LUMO gap: 8.7 eV
- Lowest unoccupied orbital energy: 0.84 eV
- E_tot: -688.01407 Ha
- Energy above the lowest of the compared OMol25 structures with the same formula, charge and spin: 84.8 kcal/mol
- SMILES: C/C=C(C)/N=C\SC


Entry 10:
Density functional theory data (ωB97M-V with the def2-TZVPD basis set) for C6H11NS as an isolated structure at a distorted geometry.

```
19
Properties=species:S:1:pos:R:3:nbo_charge:R:1
C 2.2671 0.1999 0.5086 -0.63
C 1.0242 0.3761 -0.3622 -0.23
C 0.1920 -0.9939 -0.5501 -0.08
C -1.0692 -0.6437 -1.2794 -0.42
C -1.3324 0.7152 -0.5117 -0.33
C -0.3330 0.6398 0.5077 -0.09
H 3.1594 -0.5999 0.1289 0.22
H 1.8005 -0.1286 1.5629 0.20
H 2.6622 1.2651 0.5443 0.22
H 1.1909 1.1035 -1.1253 0.20
H 0.6035 -1.8649 -0.9206 0.21
H -1.0991 -0.5203 -2.4057 0.22
H -1.9211 -1.4332 -1.0207 0.24
H -1.3485 1.7576 -1.0129 0.25
H -2.4231 0.0310 1.7983 0.17
H -0.3347 1.3978 1.3679 0.23
H 0.2845 -1.0869 1.5081 0.36
N -0.3693 -0.7770 0.8408 -0.64
S -2.9541 0.5626 0.4211 -0.11
```

- Spin multiplicity: 1
- HOMO-LUMO gap: 9.3 eV
- Lowest unoccupied orbital energy: 0.93 eV
- E_tot: -688.01974 Ha
- Energy above the lowest of the compared OMol25 structures with the same formula, charge and spin: 81.3 kcal/mol


Entry 11:
Density functional theory data (ωB97M-V with the def2-TZVPD basis set) for an isolated ion of composition C6H11O and charge -1 at a distorted geometry.

```
18
Properties=species:S:1:pos:R:3:nbo_charge:R:1
C -0.5532 -2.0260 -2.2833 -0.65
C 0.4420 -1.1700 -1.5362 -0.24
C 0.2332 -0.4422 -0.4764 -0.18
C 1.1714 0.2948 0.5830 -0.43
C 0.3340 0.9327 1.6930 -0.48
C -0.9195 2.0894 1.4443 0.04
O -2.0569 1.4580 1.4820 -0.91
H -0.2575 -2.2978 -3.2977 0.20
H -1.6381 -1.6433 -2.1944 0.22
H -0.7902 -2.9438 -1.6941 0.21
H 1.5912 -1.4970 -1.7802 0.15
H -0.7891 -0.0793 -0.1032 0.24
H 1.8043 0.9711 -0.0122 0.18
H 1.8135 -0.4456 0.9999 0.18
H 1.1243 1.2297 2.5049 0.16
H -0.3115 0.0484 1.8667 0.21
H -0.5891 2.8222 2.2817 0.05
H -0.6089 2.6987 0.5223 0.05
```

- Spin multiplicity: 1
- Total charge: -1
- HOMO-LUMO gap: 6.3 eV
- Lowest unoccupied orbital energy: 3.75 eV
- E_tot: -310.34960 Ha
- Energy above the lowest of the compared OMol25 structures with the same formula, charge and spin: 42.2 kcal/mol
- SMILES: C/C=C/CCC[O-]


Entry 12:
Density functional theory data (ωB97M-V with the def2-TZVPD basis set) for a 2-piece molecular cluster, C6H11O2 overall.

```
19
Properties=species:S:1:pos:R:3:nbo_charge:R:1
O 1.7230 0.2096 0.2935 -0.80
C 1.9559 -0.9869 -0.0105 0.76
O 1.1304 -1.9247 -0.0982 -0.79
C 3.4217 -1.3539 -0.3077 -0.73
H 3.6815 -2.3131 0.1351 0.20
H 3.6072 -1.3839 -1.3843 0.20
H 4.1018 -0.5824 0.0643 0.19
C -1.6138 -0.7708 -0.6281 -0.59
C -1.2809 0.7078 -0.5289 -0.49
C -2.1189 1.4417 0.4687 -0.14
C -1.6839 2.2009 1.4661 -0.43
H -2.6563 -0.9665 -0.9213 0.16
H -0.9786 -1.2367 -1.3761 0.23
H -1.4642 -1.2779 0.3210 0.22
H -1.3904 1.2088 -1.5001 0.18
H -0.2187 0.7538 -0.2435 0.29
H -3.1992 1.2836 0.4278 0.16
H -2.3817 2.5594 2.2158 0.17
H -0.6349 2.4314 1.6066 0.20
```

- Spin multiplicity: 1
- Total charge: -1
- HOMO-LUMO gap: 8.1 eV
- Lowest unoccupied orbital energy: 4.01 eV
- E_tot: -385.73176 Ha
- Energy above the lowest of the compared OMol25 structures with the same formula, charge and spin: 18.1 kcal/mol


Which of these has the highest energy above the lowest of the compared OMol25 structures with the same formula, charge and spin? C6H11NO3P